C4H8N2 | ωB97M-V/def2-TZVPD

Properties
Spin multiplicity = 1
E = -266.575089 hartree
M = 84.12 g mol⁻¹
Energy above the lowest of the compared OMol25 structures with the same formula, charge and spin = 92.2 kcal/mol

Atoms and positions in Å:
C 0.117 1.247 0.728
C 0.270 1.136 -0.768
C -0.138 -0.080 0.010
C 0.806 -1.210 0.122
N -2.582 0.046 0.067
N -1.636 -0.619 -0.160
H 1.088 1.295 1.220
H -0.795 1.724 1.115
H 1.310 1.190 -0.965
H 0.862 -1.989 -0.580
H 0.894 -1.753 1.057
H 1.793 -1.015 0.096
H -0.401 1.677 -1.503
H -1.589 -1.649 -0.438

Here are the Löwdin charges for atoms 1 to 5, given in e: number 1, C, carries -0.08; number 2, C, carries -0.11; number 3, C, carries -0.41; number 4, C, carries -0.06; number 5, N, carries 0.06